Record 1
Here is 8 unconnected molecules or ions with the total composition C14H44N2O8 from the Open Molecules 2025 dataset. Energies are from ωB97M-V with the def2-TZVPD basis set.

```
68
Properties=species:S:1:pos:R:3:mulliken_charge:R:1
N -0.3987 -1.0034 -3.6171 -0.284
C 0.6491 -1.4610 -2.9521 0.338
N 1.5184 -1.7788 -3.8111 -0.318
O 0.7707 -1.9228 -1.6500 -0.780
H -1.2961 -0.7144 -3.1341 0.331
H -0.5037 -0.7516 -4.6421 0.191
H 2.3767 -2.2202 -3.5162 0.343
H 1.5748 -1.4117 -4.7998 0.190
C 3.3877 -0.5548 3.3733 -1.478
C 2.1759 0.3085 3.2504 0.703
O 1.2217 0.0330 4.2842 -0.538
H 3.9387 -0.4681 4.3313 0.346
H 4.1020 -0.3624 2.6377 0.395
H 3.0300 -1.5259 3.4769 0.355
H 1.6804 0.1890 2.3159 -0.479
H 2.3888 1.3565 3.2201 0.433
H 0.7604 -0.7460 4.1030 0.228
C -3.9825 0.5464 1.6174 -1.307
C -2.8721 1.0640 0.7973 1.029
O -2.4424 2.2931 1.1865 -0.711
H -4.7245 1.3559 1.7144 0.359
H -3.6486 -0.0649 2.4823 0.186
H -4.3576 -0.2648 1.0046 0.410
H -3.1658 1.1582 -0.2466 0.232
H -2.1117 0.3315 0.8239 -0.641
H -1.7930 2.5065 0.5171 0.294
C -3.8795 1.8503 -3.8543 -1.493
C -2.5984 1.3987 -3.3905 0.079
O -2.7079 0.0318 -3.0450 -0.628
H -4.1967 1.4365 -4.8085 0.389
H -3.7730 2.8732 -4.1816 0.418
H -4.6956 1.7028 -3.1579 0.332
H -2.1816 1.8959 -2.5611 0.176
H -1.9332 1.4639 -4.2009 0.415
H -3.1112 -0.5253 -3.6760 0.306
C 3.6651 -1.4055 -0.9939 -0.704
C 4.4049 -2.5144 -1.6795 -0.382
O 3.7094 -3.1737 -2.6769 -0.544
H 3.2588 -0.5180 -1.4900 0.380
H 4.4871 -1.0535 -0.2864 0.230
H 2.8864 -1.8355 -0.3279 0.130
H 4.7541 -3.1532 -0.8377 0.284
H 5.2941 -1.9986 -2.1587 0.276
H 4.2014 -3.8839 -3.1146 0.274
C 1.1381 1.2342 -0.0157 0.230
C 0.3420 1.3233 -1.3012 -0.292
O -0.4060 2.5578 -1.2034 -0.514
H 1.8952 0.3890 -0.0816 -0.278
H 0.4247 1.0148 0.7923 -0.324
H 1.7364 2.1600 0.2506 0.398
H -0.4529 0.5277 -1.2489 -0.193
H 0.8301 1.0630 -2.2228 0.674
H 0.0411 3.2287 -1.7424 0.277
C -1.1410 -1.7230 2.8377 -0.671
C -0.9557 -2.2324 1.3996 -0.151
O 0.2667 -1.5368 0.9097 -0.277
H -0.8191 -0.7671 3.0609 -0.115
H -0.3475 -2.2841 3.4042 0.377
H -2.1334 -1.9593 3.3899 0.200
H -1.9272 -2.0260 0.9457 0.210
H -0.7679 -3.3186 1.4130 0.420
H 0.3838 -1.6824 -0.0209 0.294
C -0.4274 2.7587 4.1283 -0.728
O -1.3273 1.7484 3.7462 -0.510
H -0.2777 3.3753 3.2211 0.242
H 0.5392 2.4539 4.4332 0.227
H -0.9579 3.4354 4.7966 0.315
H -1.5191 1.7760 2.7821 0.426
```

gap between HOMO and LUMO = 9.2 eV
energy relative to the best compared isomer or geometry (same formula, charge and spin) = 51.8 kcal per mole
SMILES = NC(N)=O.CCO.CCO.CCO.CCO.CCO.CCO.CO
calculated total energy = -1271.047371 Ha



Record 2
Here is a molecular structure, C14H44O8S6 from the Open Molecules 2025 dataset. Energies are from ωB97M-V with the def2-TZVPD basis set.

```
72
Properties=species:S:1:pos:R:3:mulliken_charge:R:1
C -0.8686 20.4141 25.9266 -0.112
O -1.7549 20.5486 24.7710 -0.869
H -0.7811 21.3714 26.4406 0.285
H -1.2504 19.7230 26.6780 -1.126
H 0.0713 19.9667 25.6033 0.701
H -2.5704 21.0059 24.9888 0.353
C -2.6717 17.7865 27.0099 -1.000
O -2.5719 17.6378 25.6652 -0.818
H -2.2963 17.0030 27.6682 0.644
H -2.1396 18.6567 27.3941 -1.255
H -3.7157 17.7904 27.3231 0.726
H -1.6765 17.6441 25.3191 0.526
C -8.0464 20.8629 24.7937 -1.053
S -6.2207 21.0150 24.8903 0.671
O -5.6804 19.7622 25.5672 -0.694
C -5.7813 20.6725 23.0755 -1.142
H -8.4023 20.6616 25.8041 0.349
H -8.3204 19.9849 24.2088 0.388
H -8.5619 21.7486 24.4223 0.360
H -6.2024 21.5127 22.5233 0.475
H -6.2274 19.7167 22.8005 0.474
H -4.7237 20.5522 22.8410 0.305
C -1.4718 18.6304 23.9282 -1.162
S -0.5932 18.0794 25.4790 0.701
O -1.0179 16.6899 26.0303 -0.830
C 1.0719 17.8792 24.6932 -1.104
H -2.5527 18.7003 24.0505 0.473
H -1.2188 17.9802 23.0907 0.777
H -1.1540 19.6548 23.7340 0.390
H 0.8710 17.1414 23.9164 0.414
H 1.8655 17.5736 25.3750 0.335
H 1.3452 18.7945 24.1682 0.381
C -4.9064 21.4071 26.6943 -1.951
S -3.9641 21.0626 25.1649 0.103
O -2.6808 21.8886 25.3112 -0.405
C -3.3233 19.4247 25.6560 -0.186
H -4.2102 21.5006 27.5278 -0.366
H -5.6725 20.6454 26.8390 0.457
H -5.4935 22.3163 26.5648 1.303
H -2.7675 19.1069 24.7738 0.457
H -4.0635 18.7184 26.0320 1.599
H -2.5777 19.6176 26.4274 -0.374
C -2.7130 23.4960 25.6705 -0.719
S -2.3138 22.9399 23.9824 0.800
O -3.5073 23.3701 23.1164 -0.769
C -0.7643 23.8738 23.6485 -1.131
H -3.6771 23.0465 25.9086 0.004
H -2.9754 24.5528 25.7202 0.572
H -1.9770 23.2306 26.4293 0.231
H -0.3992 23.7294 22.6317 0.339
H -0.0448 23.3311 24.2615 0.340
H -0.7572 24.9189 23.9581 0.338
C -2.6978 21.6449 28.7305 -1.068
S -2.9833 19.9402 29.3472 0.448
O -3.9685 19.3276 28.3137 -0.200
C -1.3225 19.3499 29.0287 -0.680
H -2.4468 21.6986 27.6711 -0.141
H -1.8670 22.1286 29.2441 0.564
H -3.5184 22.3014 29.0197 0.405
H -0.6192 19.9432 29.6132 0.553
H -1.0279 19.4780 27.9871 0.568
H -1.2476 18.3041 29.3268 0.433
C -6.8573 21.2753 28.4071 -0.042
S -6.8646 19.8661 29.5661 0.174
O -6.8841 18.6540 28.5878 -0.613
C -5.1413 20.0220 30.1423 -0.645
H -6.9658 22.2322 28.9175 0.522
H -7.6770 21.1344 27.7026 0.061
H -5.9821 21.2697 27.7574 -0.181
H -4.4854 19.7929 29.3024 -0.571
H -4.8912 19.3486 30.9621 0.633
H -4.9817 20.9935 30.6101 0.577
```

gap between HOMO and LUMO = 6.5 eV
energy relative to the best compared isomer or geometry (same formula, charge and spin) = 1122.4 kcal per mole
calculated total energy = -3548.836882 Ha